ORCA calculation (ωB97M-V/def2-TZVPD) on a structure of composition C11H29CaO5.

Geometry as XYZ:
```
46
Properties=species:S:1:pos:R:3:forces:R:3:mulliken_charge:R:1
Ca -0.2745 0.4488 -0.8530 -0.474 3.348 -2.082 1.506
C 0.2650 3.8321 0.5907 -0.908 -2.028 -1.447 -0.970
O -0.3790 2.7313 -0.0554 1.170 0.322 1.113 -0.830
H 1.1470 4.1995 0.0661 0.428 0.109 -0.576 0.242
H -0.4056 4.6896 0.6454 -0.258 0.298 0.398 0.279
H 0.6705 3.5772 1.5699 -0.130 0.004 0.827 0.204
C 2.2926 -0.0117 -3.4072 -1.006 -0.250 1.215 -1.064
O 1.3113 0.3131 -2.4786 0.050 -0.471 0.272 -0.819
H 2.3843 0.6985 -4.2290 0.147 0.376 -0.153 0.261
H 3.2590 -0.1699 -2.9284 0.774 0.423 0.141 0.275
H 2.1394 -0.9885 -3.8660 -0.406 -0.535 -0.488 0.268
C -2.5490 0.4233 -3.0045 0.501 0.819 1.174 -0.608
O -2.1100 1.3778 -2.0945 -0.042 -1.304 -0.071 -0.795
H -2.0269 -0.5264 -2.8874 0.651 -0.999 -0.107 0.038
H -3.5864 0.1121 -2.8816 -0.874 0.087 0.044 0.282
H -2.4214 0.6803 -4.0560 0.076 0.286 -0.495 0.275
C -3.1605 0.1551 1.2074 0.178 -0.415 -0.268 -1.139
C -2.8046 -1.2807 0.7816 0.418 0.985 0.158 -0.393
O -1.4586 -1.2903 0.2517 -0.569 -0.323 -0.200 0.211
C -1.0548 -2.6219 -0.1268 -1.225 0.087 1.312 -0.447
C 0.1922 -2.6015 -0.9215 0.818 0.223 -0.515 -1.040
H -3.2744 0.7963 0.3333 0.115 0.054 -0.118 0.306
H -4.0801 0.1856 1.7917 -0.118 -0.214 -0.081 0.415
H -2.3844 0.5888 1.8380 0.130 -0.084 -0.044 0.198
H -2.8416 -1.9604 1.6329 0.061 -0.180 0.182 0.321
H -3.4912 -1.6501 0.0198 -0.040 0.009 -0.142 0.324
H -0.9453 -3.1347 0.8288 0.248 -0.496 0.077 0.395
H -1.9197 -3.0728 -0.6132 0.133 -0.190 -0.446 0.389
H 1.0148 -2.1824 -0.3422 -0.063 0.254 -0.016 0.062
H 0.0540 -2.0144 -1.8294 0.198 0.123 -0.136 0.253
H 0.5677 -3.5726 -1.2442 -0.458 -0.227 0.107 0.443
C 3.1526 1.3681 0.7093 -0.337 -1.209 0.030 -1.235
C 2.5167 -0.0876 0.8013 2.068 2.426 -0.667 -0.601
O 1.1229 0.0565 0.9563 0.767 -0.700 1.226 0.452
C 0.7503 0.2944 2.3189 -1.917 -0.640 -0.048 -0.291
C 0.4051 -1.0145 3.0472 0.419 0.085 0.434 -1.161
H 4.2311 1.3103 0.5624 0.110 -0.152 0.067 0.428
H 2.7329 1.8609 -0.1677 -0.189 0.057 0.136 0.238
H 2.9617 1.9517 1.6099 -0.101 0.047 -0.078 0.321
H 2.8222 -0.5425 -0.1409 -0.908 -0.249 -0.233 0.285
H 3.0410 -0.6624 1.5647 -0.538 -0.145 0.549 0.395
H 1.4412 0.9151 2.8893 0.388 -0.195 -0.309 0.408
H -0.1836 0.8562 2.2985 0.131 0.366 -0.455 0.068
H -0.2182 -1.7274 2.5075 0.415 0.179 -0.671 0.032
H -0.2338 -0.8306 3.9109 0.299 0.439 0.349 0.438
H 1.3280 -1.4793 3.3940 -0.130 -0.402 0.035 0.381
```
Positions in Å, forces in eV/Å.

As for the charge: -1. Its lowest unoccupied orbital energy is 2.647 eV. The HOMO energy comes out at -3.271 eV. As for the spin multiplicity: 1. The calculation puts the HOMO-LUMO gap at 5.9 eV.

=====

ORCA calculation (ωB97M-V/def2-TZVPD) on a structure of composition C11H29Cl2PSTl.

Geometry as XYZ:
```
45
Properties=species:S:1:pos:R:3:forces:R:3:mulliken_charge:R:1
Tl 0.0676 0.4338 -0.8364 -0.689 0.617 -0.548 0.434
Cl 0.7643 3.0074 -0.8511 -0.413 -2.090 0.298 -0.586
Cl 2.1615 -0.7729 -0.8905 0.296 0.097 0.207 -0.504
H -1.5012 -0.3327 -0.8109 0.371 -0.412 -2.627 -0.090
H -1.2824 0.3902 0.3431 0.422 0.955 3.020 -0.302
P 0.9485 4.4914 -3.9488 -0.021 -1.260 0.810 0.289
C 0.8230 6.1044 -3.0528 -0.215 0.396 -0.211 0.753
C 2.4640 4.6426 -4.9783 -0.167 1.228 -0.662 0.761
C -0.4695 4.6084 -5.1134 -0.341 0.299 -0.125 0.571
C 1.3325 5.9598 -1.6269 -0.468 -0.468 0.710 -1.212
H -0.2762 6.2784 -2.9971 0.556 -0.082 -0.031 0.292
C 1.4666 7.3188 -3.7144 -0.299 0.604 0.230 -1.525
H 2.5558 7.2489 -3.7396 -0.046 -0.040 0.007 0.230
H 1.2071 8.2003 -3.1045 0.200 -0.096 -0.198 0.453
H 1.1117 7.5195 -4.7268 0.066 -0.080 0.048 0.269
H 0.8397 5.1006 -1.1277 0.290 0.911 -0.344 0.101
H 1.1197 6.8570 -1.0335 0.119 0.059 -0.136 0.422
H 2.4004 5.7418 -1.5703 0.057 0.134 -0.126 0.255
H -1.2928 4.9851 -4.4660 0.415 -0.241 -0.246 0.287
C -0.8856 3.2129 -5.5976 -0.222 -0.138 -0.001 -1.492
C -0.3277 5.5860 -6.2755 -0.709 0.029 -0.350 -1.388
H -0.1835 6.6224 -5.9603 0.026 -0.184 0.041 0.229
H -1.2708 5.5570 -6.8468 0.280 0.109 -0.069 0.480
H 0.4794 5.3174 -6.9597 0.004 -0.017 0.052 0.172
H -1.0209 2.5166 -4.7625 0.106 0.184 -0.070 0.334
H -0.1541 2.7666 -6.2766 0.014 0.094 0.071 0.237
H -1.8389 3.2577 -6.1396 0.092 0.076 0.014 0.452
C 3.7164 4.6516 -4.1003 0.349 -0.025 0.143 -1.640
H 2.3520 5.6279 -5.4892 0.490 -0.535 0.021 0.299
C 2.5789 3.5354 -6.0245 0.139 -0.228 -0.313 -1.672
H 3.7800 5.4793 -3.3836 -0.261 -0.131 -0.181 0.285
H 4.6188 4.7180 -4.7232 -0.148 -0.025 -0.009 0.415
H 3.7947 3.7268 -3.5188 -0.110 0.043 -0.057 0.353
H 2.5212 2.5453 -5.5618 -0.032 0.068 0.058 0.362
H 3.5520 3.5921 -6.5331 -0.096 0.046 0.150 0.426
H 1.8252 3.5652 -6.8222 0.039 0.142 0.337 0.276
C -0.8139 -4.0846 1.7794 0.143 -1.513 -0.276 -1.011
S -0.5375 -2.4188 1.3055 -0.041 0.620 -0.029 0.069
C -0.7004 -1.6014 2.8890 0.049 0.950 0.649 -0.704
H -0.6673 -4.7217 0.9069 0.079 0.159 -0.245 0.279
H -1.8058 -4.3251 2.1120 -0.777 0.284 0.257 0.299
H -0.1465 -4.5025 2.5205 0.482 0.267 0.372 0.305
H -1.6575 -1.8101 3.4176 0.519 0.063 -0.493 0.268
H 0.1421 -1.8132 3.5786 -0.390 -0.074 -0.409 0.266
H -0.6553 -0.5150 2.6318 -0.156 -0.799 0.260 0.206
```
Positions in Å, forces in eV/Å.

The energy relative to the best compared isomer or geometry (same formula, charge and spin) comes out at 2.179 eV. As for the charge: -1. Its lowest unoccupied orbital energy (spin up / spin down) is 2.651 / 2.649 eV. The HOMO energy (spin up / spin down) comes out at -2.864 / -2.864 eV. As for the spin multiplicity: 1. The calculation puts the HOMO-LUMO gap (spin up / spin down) at 5.5 / 5.5 eV.

=====

ORCA calculation (ωB97M-V/def2-TZVPD) on a cluster of 8 separate species, C11H29Cl6F6N3O5S in total.

Geometry as XYZ:
```
61
Properties=species:S:1:pos:R:3:forces:R:3:mulliken_charge:R:1
N 0.7666 -1.0749 3.5053 2.269 0.239 1.238 -0.241
H 0.6801 -0.1714 3.9484 -1.015 0.075 0.685 0.282
H 1.7709 -1.1363 3.4179 0.639 -0.431 -0.114 0.378
H 0.4187 -0.9704 2.5629 -1.374 -0.133 -1.441 0.354
H 0.5162 -1.8640 4.0839 -0.892 -0.118 0.183 0.379
N 3.2755 -1.0355 0.0668 2.141 0.191 1.829 -0.144
H 2.6041 -0.2992 -0.0977 -0.882 0.720 -1.720 0.206
H 4.2515 -0.8720 -0.1351 0.299 0.584 -0.649 0.436
H 3.0249 -1.9362 -0.3153 -1.035 -0.823 -0.350 0.398
H 3.2554 -1.0038 1.0761 0.115 -1.014 0.513 0.303
N 1.5072 3.4566 2.2491 1.555 -0.191 0.134 -0.160
H 0.8205 2.9623 1.6976 -1.663 0.106 -1.281 0.048
H 2.3282 3.5554 1.6692 0.515 -0.157 -0.477 0.386
H 1.7307 2.7915 2.9756 0.261 0.407 0.787 0.404
H 1.3432 4.4006 2.5686 -0.966 0.221 0.447 0.387
C -1.5422 0.2914 -1.0699 -0.239 1.937 0.896 0.485
F -2.7272 0.8253 -0.6024 2.178 -1.023 -0.296 -0.175
F -1.6451 -0.9894 -1.2179 -0.236 -0.625 -0.185 -0.129
F -1.2149 0.9151 -2.1911 -0.264 -0.390 0.234 -0.156
S -0.0355 0.6136 0.1112 0.519 0.412 0.780 1.430
O -0.2311 -0.1547 1.3669 -0.218 -0.013 -1.049 -0.980
O 1.1569 0.1430 -0.6337 -1.798 0.741 0.480 -0.837
O -0.0262 2.0434 0.4372 0.112 -0.632 -0.553 -0.917
C 0.7252 -6.2148 0.6326 0.306 0.539 -0.235 -1.115
C -0.0622 -4.9054 0.4345 -0.582 -0.994 0.815 -0.025
O 0.0162 -4.5296 -0.9295 1.712 2.645 -2.862 -0.300
C 0.9441 -3.6310 -1.4011 0.232 -1.622 3.220 0.411
O 1.7944 -3.1082 -0.6662 -1.689 -0.786 -1.603 -0.757
C 0.8910 -3.3936 -2.9289 -1.359 -0.134 -2.382 0.827
F 0.3063 -4.4005 -3.6247 1.290 0.032 1.166 -0.228
F 0.0789 -2.3629 -3.2226 0.356 0.619 0.958 -0.209
F 2.0971 -3.1098 -3.4414 -0.626 -0.554 0.883 -0.214
H 0.5966 -6.8214 -0.2638 -0.457 -0.126 0.141 0.325
H 0.4049 -6.7718 1.5131 -0.070 0.118 -0.095 0.387
H 1.8069 -6.0852 0.6686 0.020 0.356 0.297 0.292
H 0.0862 -4.0655 1.1131 0.840 0.018 -0.104 0.102
H -1.1274 -5.0974 0.5634 -0.012 -0.295 -0.130 0.323
Cl -2.0481 3.5366 2.4918 -0.123 0.154 -0.421 -0.144
C -1.6761 2.1917 3.6102 -1.421 1.139 0.875 -0.036
C -2.8773 1.2347 3.6295 1.057 -1.417 -0.992 -0.364
Cl -2.4992 -0.2675 4.6885 -0.201 1.383 -0.695 -0.220
H -1.6684 2.7278 4.5592 0.585 -0.449 0.193 0.509
H -0.6891 1.8602 3.2876 -0.395 -0.782 0.237 -0.270
H -3.0130 0.8312 2.6261 0.136 -0.199 0.056 0.102
H -3.8507 1.6643 3.8663 0.456 0.173 0.735 0.457
Cl -2.3351 5.0656 -2.4683 0.183 -0.051 -0.888 -0.187
C -3.5758 4.4542 -1.3809 0.969 -0.623 1.591 -0.014
C -4.2033 3.1097 -1.6943 -0.193 1.274 -1.411 -0.032
Cl -5.6147 3.5799 -2.6960 -0.420 -0.875 -0.065 -0.190
H -4.3036 5.2551 -1.2503 0.098 -0.329 0.265 0.434
H -2.9777 4.2381 -0.4956 -0.280 0.588 0.519 -0.266
H -4.4734 2.5685 -0.7875 -0.315 0.180 -0.219 0.201
H -3.5403 2.5208 -2.3281 -0.130 -0.061 0.168 0.032
Cl 2.5483 -0.3763 -5.1526 -0.169 0.380 -0.208 -0.150
C 1.9740 0.5015 -3.7360 1.113 0.484 1.796 0.246
C 2.6978 1.8466 -3.4439 -0.276 -1.297 -1.180 -0.247
Cl 2.0353 3.0110 -4.5523 -0.242 1.163 -0.411 -0.163
H 2.3008 -0.0925 -2.8825 -0.472 -0.489 -0.004 -0.326
H 0.8933 0.6406 -3.7080 0.164 -0.185 -0.312 0.183
H 3.7537 1.7361 -3.6910 0.019 0.023 0.276 0.397
H 2.5559 2.1690 -2.4124 -0.124 -0.080 -0.062 0.092
```
Positions in Å, forces in eV/Å.

The energy relative to the best compared isomer or geometry (same formula, charge and spin) comes out at 1.541 eV. As for the charge: +2. Its lowest unoccupied orbital energy is -7.382 eV. The HOMO energy comes out at -13.755 eV. As for the spin multiplicity: 1. The calculation puts the HOMO-LUMO gap at 6.4 eV.

=====

ORCA calculation (ωB97M-V/def2-TZVPD) on a structure of composition C11H29ClIIrN2OP2S.

Geometry as XYZ:
```
49
Properties=species:S:1:pos:R:3:forces:R:3:mulliken_charge:R:1
C -7.0441 1.9798 -1.1543 -0.040 -0.277 0.025 -0.927
C -6.0071 0.9175 -0.8870 -0.821 -3.084 0.302 0.522
H -8.0230 1.4851 -1.2163 0.323 0.091 0.031 0.308
H -6.8298 2.4843 -2.1047 0.073 -0.043 0.307 0.313
H -7.0559 2.7090 -0.3347 0.147 -0.115 -0.257 0.312
O -6.1553 -0.2748 -0.7484 0.204 3.107 -0.383 -0.412
I -3.9284 1.6123 -0.7233 -0.242 0.444 -0.081 0.091
Ir 0.0024 0.2469 -0.0838 -0.852 0.713 0.332 0.747
P -0.5226 0.5923 2.1079 -1.464 0.387 1.846 0.567
C -0.3171 -0.8500 3.2018 -0.005 0.218 0.069 -1.156
C 0.4581 1.9214 2.8679 -0.003 -0.216 -0.256 -1.173
H 0.1531 2.0052 3.9172 0.102 0.042 -0.156 0.442
H -2.4682 1.2557 3.3137 -0.224 0.031 -0.065 0.437
H 0.2640 2.8557 2.3310 0.095 -0.163 0.200 0.396
H -2.4518 1.9105 1.6327 -0.035 -0.259 0.345 0.223
H 0.7335 -1.1598 3.2613 -0.248 0.117 0.053 0.262
H 1.5255 1.6716 2.8075 -0.213 0.147 0.075 0.334
C -2.2631 1.0330 2.2637 0.319 0.151 0.335 -1.038
H -0.6667 -0.5425 4.1945 0.112 -0.200 -0.096 0.469
H -2.8599 0.1847 1.9118 0.015 0.265 0.122 0.383
H -0.9302 -1.6789 2.8384 0.077 0.087 0.081 0.390
P 0.0201 0.0255 -2.3448 -1.110 0.147 -2.810 0.352
C 0.4263 -1.6318 -2.9796 0.131 0.098 0.123 -1.176
C -1.6342 0.3635 -3.0062 0.558 0.055 -0.237 -1.060
H 0.8935 2.1938 -2.9378 0.112 -0.195 -0.133 0.405
H 1.0439 1.0111 -4.2871 0.054 0.065 0.201 0.434
H 2.1898 0.9562 -2.9104 -0.196 0.093 -0.139 0.340
C 1.1535 1.1648 -3.2068 -0.073 -0.140 0.268 -1.173
H -1.9385 1.3584 -2.6600 0.029 -0.316 -0.272 0.192
H -1.5894 0.3285 -4.0968 -0.212 0.021 0.002 0.448
H 0.4039 -1.5824 -4.0752 0.026 -0.080 0.212 0.443
H -0.3256 -2.3447 -2.6306 0.122 0.036 -0.061 0.377
H -2.3150 -0.3949 -2.6097 0.004 0.199 -0.158 0.386
H 1.4211 -1.9440 -2.6394 -0.213 0.016 -0.144 0.340
Cl -0.2212 2.5335 -0.4038 0.687 0.470 -0.145 -0.369
C 4.3974 -3.0851 1.4895 0.747 -0.330 0.231 -0.946
N 3.2532 -2.1881 1.6952 -1.225 0.157 -0.227 -0.235
C 2.7023 -1.4107 0.7299 1.442 -0.831 0.277 0.649
S 0.9730 -1.6197 0.3683 2.214 -0.795 0.411 -0.382
N 3.4370 -0.5761 0.0059 -0.710 -0.251 0.591 -0.011
C 4.8672 -0.3203 0.2180 0.198 0.322 -0.265 -1.137
H 4.9570 -2.8386 0.5814 -0.296 -0.058 0.281 0.345
H 4.0362 -4.1211 1.4171 0.072 0.365 -0.079 0.334
H 5.0690 -3.0180 2.3499 -0.050 -0.004 -0.194 0.340
H 2.5645 -2.5691 2.3583 0.429 0.135 -0.681 0.307
H 2.9107 0.0739 -0.5881 0.307 -0.557 0.058 0.137
H 5.4687 -0.9529 -0.4390 -0.083 0.061 0.083 0.370
H 5.0603 0.7208 -0.0517 -0.027 -0.163 0.115 0.377
H 5.1621 -0.4912 1.2565 -0.255 0.033 -0.138 0.419
```
Positions in Å, forces in eV/Å.

The energy relative to the best compared isomer or geometry (same formula, charge and spin) comes out at 0.000 eV. As for the charge: +2. Its lowest unoccupied orbital energy (spin up / spin down) is -6.349 / -9.725 eV. The HOMO energy (spin up / spin down) comes out at -12.177 / -14.207 eV. As for the spin multiplicity: 5. The calculation puts the HOMO-LUMO gap (spin up / spin down) at 5.8 / 4.5 eV.

=====

ORCA calculation (ωB97M-V/def2-TZVPD) on a cluster of 3 separate species, C11H29FNO7PS3 in total.

Geometry as XYZ:
```
53
Properties=species:S:1:pos:R:3:forces:R:3:mulliken_charge:R:1
C 1.4778 -2.7595 -1.4985 -0.059 0.038 -0.026 -0.594
C 2.1957 -2.4088 -2.8043 0.153 -0.252 0.026 -0.479
O 2.6676 -1.0544 -2.8939 -0.250 -0.204 0.066 -0.464
P 1.7137 0.2218 -2.9566 0.017 0.498 -0.378 0.806
O 2.1873 1.2175 -3.9213 0.136 0.037 -0.018 -0.770
C 0.0225 -0.2964 -3.3325 -0.071 0.269 0.303 -0.409
C -0.9981 0.5990 -2.6222 -0.183 -0.104 -0.064 -0.360
C -2.4393 0.1888 -2.9557 0.170 0.452 -0.021 -0.977
N -3.3076 0.1673 -1.7508 -0.173 -0.795 -0.278 -0.363
S -3.0489 -1.0728 -0.7113 0.067 0.295 -0.059 1.139
O -1.9419 -1.8671 -1.1046 0.182 -0.010 0.006 -0.490
O -4.2941 -1.6527 -0.3580 -0.079 0.001 0.112 -0.604
F -2.5726 -0.2686 0.5447 -0.003 -0.136 -0.069 -0.239
O 1.6095 0.7705 -1.4676 0.000 -0.508 0.179 -0.201
C 2.6197 0.5544 -0.4611 0.162 0.367 0.290 -0.383
C 1.9869 0.5944 0.9222 -0.376 -0.367 -0.366 -1.029
H 0.4510 -3.0734 -1.6712 -0.058 -0.024 -0.014 0.202
H 1.4318 -1.9068 -0.8239 0.045 0.053 0.014 0.127
H 1.9907 -3.5665 -0.9798 0.025 -0.002 0.048 0.355
H 1.5749 -2.6317 -3.6725 -0.069 0.107 -0.023 0.371
H 3.0901 -3.0173 -2.9114 0.091 0.074 -0.005 0.356
H -0.0624 -0.1708 -4.4124 -0.027 -0.188 -0.059 0.296
H -0.1843 -1.3261 -3.0508 0.062 -0.109 -0.057 0.295
H -0.8541 0.5334 -1.5468 0.098 0.007 0.035 0.041
H -0.8417 1.6412 -2.8970 0.038 0.045 0.043 0.578
H -2.4722 -0.7631 -3.4872 0.031 -0.097 0.099 0.440
H -2.8897 0.9393 -3.6027 -0.076 -0.038 -0.046 0.409
H -4.2819 0.0516 -2.0193 -0.051 0.382 0.093 0.341
H 3.3604 1.3465 -0.5662 0.088 -0.050 -0.073 0.369
H 3.1125 -0.3996 -0.6249 -0.008 -0.050 -0.174 0.346
H 2.1463 1.5437 1.4210 -0.032 0.008 0.099 0.295
H 2.3818 -0.2131 1.5313 0.150 0.180 0.186 0.292
H 0.9164 0.4089 0.8132 -0.041 0.118 0.036 0.299
C -7.0875 1.6590 3.0341 -0.010 0.000 0.069 -0.926
S -6.6550 1.1074 1.3800 0.086 0.025 -0.033 0.560
O -7.8974 1.1689 0.5675 -0.052 -0.005 -0.026 -0.647
C -6.3922 -0.6138 1.8034 -0.077 -0.085 0.114 -0.841
H -7.3331 2.7169 2.9730 0.001 0.005 -0.022 0.321
H -7.9517 1.0956 3.3851 -0.007 -0.006 -0.025 0.287
H -6.2348 1.5160 3.6977 0.003 0.007 -0.002 0.333
H -7.2989 -1.0238 2.2488 -0.025 0.064 0.002 0.407
H -5.5520 -0.6923 2.4938 0.020 -0.002 -0.023 0.332
H -6.1549 -1.1397 0.8844 0.001 0.001 0.005 0.185
C 6.8593 0.6336 2.3082 0.061 0.024 -0.026 -0.932
S 5.6056 0.3510 3.5623 0.001 -0.033 0.017 0.409
O 4.2889 0.5118 2.8886 0.071 0.010 0.014 -0.508
C 5.9017 1.8667 4.4781 0.035 0.056 0.027 -0.951
H 6.8040 -0.1901 1.6000 -0.016 -0.012 0.007 0.308
H 6.6545 1.5755 1.7999 -0.028 0.000 0.008 0.297
H 7.8435 0.6507 2.7761 0.003 -0.010 -0.004 0.380
H 5.7657 2.7204 3.8146 -0.016 -0.015 -0.018 0.304
H 6.9109 1.8509 4.8891 -0.003 -0.003 0.010 0.376
H 5.1758 1.9055 5.2872 -0.012 -0.017 -0.003 0.310
```
Positions in Å, forces in eV/Å.

Its lowest unoccupied orbital energy is 0.577 eV. The HOMO energy comes out at -8.844 eV. As for the spin multiplicity: 1. The calculation puts the HOMO-LUMO gap at 9.4 eV.